1.
Molecular formula: C19H29CeN8OS
Method: DFT, ωB97M-V with the def2-TZVPD basis set

Properties
HOMO level (alpha / beta): -13.9 / -13.9 eV
LUMO (alpha / beta): -5.5 / -5.5 eV
Kohn-Sham gap (alpha / beta): 8.421 / 8.436 eV

```
! RIJCOSX wB97M-V def2-TZVPD def2/J DEFGRID3
* xyz 2 2
Ce -0.038 -0.464 0.254
C 1.949 -2.716 -1.827
C 2.709 -2.429 -0.522
N 2.525 -1.052 -0.068
C 3.246 -0.080 -0.968
C 2.394 1.218 -1.247
N 1.080 0.776 -1.739
C 1.123 0.045 -3.016
C 0.294 -1.237 -3.067
N 0.567 -2.181 -1.860
H 2.572 -2.244 -2.638
H 1.865 -3.798 -2.000
H 2.294 -3.049 0.287
H 3.777 -2.671 -0.572
H 3.006 -0.879 0.824
H 4.194 0.181 -0.458
H 3.461 -0.527 -1.916
H 2.238 1.839 -0.343
H 2.994 1.808 -1.955
H 0.465 1.542 -1.858
H 0.808 0.708 -3.836
H 2.150 -0.280 -3.207
H -0.757 -1.087 -2.975
H 0.538 -1.668 -4.025
H -0.074 -2.983 -2.025
N -0.552 -1.557 2.796
N -1.753 -2.213 3.177
C -2.608 -2.534 2.179
N -3.812 -3.068 2.462
S -2.141 -2.310 0.530
H 0.237 -2.120 3.097
H -0.401 -0.662 3.209
H -2.023 -2.289 4.128
H -4.111 -3.218 3.395
H -4.420 -3.282 1.727
N 4.086 5.133 3.088
C 3.405 4.212 2.929
C 2.560 3.106 2.664
C 3.202 1.866 2.895
C 2.576 0.721 2.526
C 1.320 0.741 1.889
C 0.793 2.003 1.585
C 1.345 3.204 1.945
H 4.156 1.808 3.457
H 3.053 -0.216 2.921
H -0.211 2.182 1.116
H 0.973 4.212 1.745
O -1.800 0.385 -1.096
N -3.048 0.796 -1.118
C -3.990 0.055 -1.700
C -5.295 0.532 -1.756
C -5.586 1.835 -1.366
C -4.522 2.543 -0.708
C -3.293 1.996 -0.587
H -3.685 -0.841 -2.225
H -6.099 0.014 -2.258
H -6.592 2.199 -1.445
H -4.673 3.556 -0.365
H -2.471 2.437 -0.077
*
```


2.
Molecular formula: C19H29ClF5IO3S2SiTl
Method: DFT, ωB97M-V with the def2-TZVPD basis set

Properties
HOMO level: -5.1 eV
LUMO: 1.8 eV
Kohn-Sham gap: 6.871 eV

```
! RIJCOSX wB97M-V def2-TZVPD def2/J DEFGRID3
* xyz -1 1
Tl -0.968 2.257 0.392
C -2.351 -1.081 -2.551
C -0.905 -0.579 -2.470
C -0.708 0.709 -3.284
C 0.012 -1.667 -3.025
O -0.621 -0.259 -1.124
Si 0.165 -1.126 0.054
S -0.423 -0.234 1.827
O 1.776 -1.123 -0.293
C 2.754 -0.109 -0.239
C 3.546 -0.267 1.062
C 3.657 -0.307 -1.465
C 2.149 1.294 -0.285
O -0.251 -2.692 -0.155
C 0.298 -3.821 0.492
C -0.771 -4.922 0.462
C 1.549 -4.271 -0.273
C 0.670 -3.522 1.943
H -2.590 -1.385 -3.568
H -3.054 -0.315 -2.232
H -2.455 -1.931 -1.882
H -1.108 0.599 -4.291
H 0.353 0.942 -3.348
H -1.204 1.550 -2.795
H -0.137 -1.765 -4.099
H -0.217 -2.613 -2.541
H 1.050 -1.426 -2.816
H 4.072 -1.219 1.078
H 2.852 -0.233 1.897
H 4.265 0.541 1.165
H 4.050 -1.320 -1.482
H 4.488 0.394 -1.451
H 3.079 -0.140 -2.371
H 1.667 1.513 0.666
H 1.417 1.350 -1.089
H 2.923 2.036 -0.461
H -1.069 -5.135 -0.562
H -1.645 -4.592 1.018
H -0.383 -5.831 0.915
H 1.283 -4.609 -1.272
H 2.054 -5.079 0.253
H 2.219 -3.420 -0.356
H -0.168 -3.049 2.446
H 1.511 -2.836 1.975
H 0.934 -4.444 2.458
I -4.764 2.913 -3.534
C -4.150 2.371 -1.548
H -4.954 1.772 -1.125
H -3.229 1.804 -1.662
F -0.098 5.989 4.545
C -0.307 5.180 3.494
C -1.156 5.649 2.401
F -0.910 5.079 1.140
C -2.022 4.843 3.235
F -2.895 5.452 4.067
C -1.999 3.362 3.317
S -3.151 2.269 2.935
C -0.713 3.280 4.003
F -0.753 3.039 5.318
C 0.484 3.908 3.469
F 0.700 3.474 2.109
Cl -3.845 3.752 -0.485
*
```


3.
Molecular formula: C19H29IrN7O5S3Sb
Method: DFT, ωB97M-V with the def2-TZVPD basis set

Properties
HOMO level (alpha / beta): -7.6 / -7.6 eV
LUMO (alpha / beta): -4.6 / -4.6 eV
Kohn-Sham gap (alpha / beta): 3.051 / 2.990 eV

```
! RIJCOSX wB97M-V def2-TZVPD def2/J DEFGRID3
* xyz 0 1
Ir -0.370 -0.372 0.467
S -3.611 -1.028 -3.056
Sb -4.118 -0.094 -0.966
S -2.116 1.087 -0.399
S -4.194 -2.019 0.397
O -2.095 -4.567 5.670
C -2.883 -3.700 5.257
O -4.032 -3.339 5.576
C -2.296 -2.857 4.070
C -3.014 -1.779 3.555
C -2.467 -1.029 2.535
N -1.259 -1.330 2.019
C -0.559 -2.360 2.516
C -1.038 -3.143 3.543
C 0.819 -2.498 1.923
O 1.428 -3.530 2.025
O 1.250 -1.370 1.357
H -4.000 -1.557 3.941
H -2.962 -0.154 2.133
H -0.455 -3.973 3.919
N 0.684 0.500 -1.014
C 1.384 0.721 -1.900
N 2.174 1.071 -2.888
C 1.672 1.145 -4.270
C 2.395 2.280 -4.967
O 3.801 2.114 -4.888
C 4.256 2.101 -3.545
C 3.636 0.956 -2.769
H 0.597 1.315 -4.254
H 1.883 0.204 -4.785
H 2.103 3.235 -4.516
H 2.140 2.290 -6.024
H 4.012 3.052 -3.056
H 5.337 1.985 -3.581
H 3.919 0.997 -1.719
H 3.966 0.003 -3.191
C -2.892 -4.420 -2.139
N -1.681 -3.615 -2.303
C -0.778 -3.956 -3.405
C -1.336 -2.669 -1.464
N -0.963 -1.837 -0.766
H -3.437 -4.429 -3.082
H -3.524 -3.986 -1.371
H -2.630 -5.442 -1.863
H -1.355 -4.027 -4.326
H -0.285 -4.910 -3.212
H -0.024 -3.181 -3.514
C -0.264 4.680 2.040
C 0.619 3.443 2.154
C 1.743 3.519 1.109
C 1.203 3.346 3.563
N -0.287 2.300 1.941
N 0.364 1.037 1.819
H 0.302 5.572 2.305
H -1.119 4.592 2.712
H -0.640 4.794 1.019
H 2.265 4.472 1.195
H 1.326 3.439 0.100
H 2.493 2.732 1.242
H 1.741 4.261 3.816
H 1.903 2.510 3.654
H 0.396 3.205 4.283
H -0.872 2.442 1.126
H 0.414 0.617 2.743
H 1.330 1.152 1.511
*
```